1.
Below is a 2-piece molecular cluster, C3H2Cl3N overall at a distorted geometry, with properties calculated with ωB97M-V/def2-TZVPD.

Cartesian coordinates (Å):
C (-0.275, -0.906, 1.273)
C (-0.891, 0.084, 0.390)
C (0.830, 0.549, -0.789)
N (0.155, -1.800, 1.877)
Cl (-2.096, -0.516, -0.782)
Cl (1.303, -1.027, -1.216)
Cl (1.885, 1.611, 0.013)
H (-1.103, 0.951, 0.903)
H (0.192, 1.054, -1.670)

Output
* energy: -42198.0981 eV
* M: 158.42 g/mol
* HOMO energy: -9.8 eV
* net charge: 0
* relative energy (zero: lowest compared OMol25 entry of this formula, charge and spin): 176.82 kJ/mol

Löwdin analysis output, partial charges in e:
1. C -0.36
2. C -0.61
3. C -1.17
4. N 0.16
5. Cl 0.59
6. Cl 0.63
7. Cl 0.62
8. H 0.04
9. H 0.09


2.
Below is an isolated ion of composition C3H2Cl3N2O4S and charge -1 at a distorted geometry, with properties calculated with ωB97M-V/def2-TZVPD.

Cartesian coordinates (Å):
C (-0.571, -1.166, 0.492)
C (-2.025, -1.072, 0.187)
C (1.413, 2.413, 0.611)
N (0.153, -0.964, -0.644)
N (-2.362, 0.264, -0.085)
O (-0.160, -1.263, 1.632)
O (-2.816, -1.975, 0.224)
O (2.473, -0.454, -1.441)
O (2.243, -2.119, 0.325)
S (1.701, -1.037, -0.422)
Cl (2.945, 3.091, -0.204)
Cl (0.220, 2.299, -0.755)
Cl (1.889, 0.647, 1.084)
H (-1.797, 0.857, -0.675)
H (-3.306, 0.478, -0.328)

Output
* energy: -62715.3266 eV
* M: 268.49 g/mol
* HOMO energy: -5.0 eV
* net charge: -1
* relative energy (zero: lowest compared OMol25 entry of this formula, charge and spin): 95.24 kJ/mol

Löwdin analysis output, partial charges in e:
1. C -0.57
2. C -0.47
3. C -1.24
4. N -0.11
5. N 0.15
6. O 0.02
7. O 0.09
8. O -0.32
9. O -0.30
10. S 0.44
11. Cl 0.26
12. Cl 0.37
13. Cl 0.58
14. H 0.01
15. H 0.08


3.
Below is a 2-piece molecular cluster, C3H2Cl6N2P overall at a distorted geometry, with properties calculated with ωB97M-V/def2-TZVPD.

Cartesian coordinates (Å):
C (-0.500, -0.301, 0.215)
C (1.583, 2.076, -0.544)
C (2.990, 1.295, 1.295)
N (3.935, 0.415, 0.990)
N (2.228, 1.847, 0.452)
P (4.322, -0.495, -0.257)
Cl (0.590, -0.500, 1.484)
Cl (1.584, 3.247, -1.749)
Cl (2.989, 1.893, 2.885)
Cl (5.332, 0.455, -1.731)
Cl (2.511, -1.272, -1.032)
Cl (5.418, -1.880, 0.384)
H (-0.721, -1.025, -0.637)
H (-1.449, 0.174, 0.422)

Output
* energy: -90537.0405 eV
* M: 309.75 g/mol
* HOMO energy (alpha / beta): -12.8 / -12.1 eV
* net charge: +1

Löwdin analysis output, partial charges in e:
1. C -0.49
2. C -0.51
3. C -0.95
4. N -0.22
5. N 0.01
6. P -0.33
7. Cl 0.62
8. Cl 0.78
9. Cl 0.82
10. Cl 0.37
11. Cl 0.31
12. Cl 0.53
13. H 0.05
14. H 0.01


4.
Below is a 2-piece molecular cluster, C3H2ClF2N overall, with properties calculated with ωB97M-V/def2-TZVPD.

Cartesian coordinates (Å):
N (0.278, -2.937, -2.336)
C (0.356, -2.340, -1.363)
C (0.437, -1.589, -0.163)
F (1.519, -0.803, -0.030)
C (-0.464, -1.608, 0.822)
F (-1.556, -2.355, 0.761)
H (-0.368, -1.029, 1.731)
Cl (-0.051, 1.264, -2.878)
H (0.216, 1.909, -1.803)

Output
* energy: -22589.2475 eV
* M: 125.51 g/mol
* HOMO energy: -10.5 eV
* structure (SMILES): N#C/C(F)=C\F.Cl
* net charge: 0
* relative energy (zero: lowest compared OMol25 entry of this formula, charge and spin): 3.83 kJ/mol

Löwdin analysis output, partial charges in e:
1. N 0.19
2. C -0.15
3. C -0.28
4. F 0.06
5. C -0.06
6. F 0.07
7. H 0.14
8. Cl 0.27
9. H -0.25


5.
Below is a 2-piece molecular cluster, C3H2ClF3 overall at a distorted geometry, with properties calculated with ωB97M-V/def2-TZVPD.

Cartesian coordinates (Å):
C (-0.546, 0.540, -0.025)
C (0.315, 1.514, -0.041)
C (3.748, -0.882, 0.156)
F (0.730, 2.253, 0.979)
F (0.977, 1.956, -1.104)
F (4.689, -1.357, 0.962)
Cl (4.146, 0.773, -0.132)
H (-0.945, 0.152, 0.858)
H (-0.893, 0.147, -0.982)

Output
* energy: -23814.6621 eV
* M: 130.50 g/mol
* HOMO energy: -10.2 eV
* net charge: 0
* relative energy (zero: lowest compared OMol25 entry of this formula, charge and spin): 254.12 kJ/mol

Löwdin analysis output, partial charges in e:
1. C 0.09
2. C -0.47
3. C -0.46
4. F 0.11
5. F 0.09
6. F -0.10
7. Cl 0.59
8. H 0.05
9. H 0.08


6.
Below is C3H2ClF3 in the gas phase at a distorted geometry, with properties calculated with ωB97M-V/def2-TZVPD.

Cartesian coordinates (Å):
F (1.144, -1.388, 0.098)
C (1.056, -0.141, -0.491)
C (-0.086, 0.556, 0.108)
F (0.210, 1.758, 0.638)
C (-1.277, 0.104, 0.401)
F (-2.145, 0.823, 1.135)
Cl (-1.938, -1.487, -0.068)
H (1.077, -0.505, -1.542)
H (1.959, 0.280, -0.279)

Output
* energy: -23816.4915 eV
* M: 130.50 g/mol
* HOMO energy: -10.1 eV
* structure (SMILES): FC/C(F)=C(/F)Cl
* net charge: 0
* relative energy (zero: lowest compared OMol25 entry of this formula, charge and spin): 77.61 kJ/mol

Löwdin analysis output, partial charges in e:
1. F -0.07
2. C -0.13
3. C -0.27
4. F 0.08
5. C -0.60
6. F 0.05
7. Cl 0.69
8. H 0.15
9. H 0.10


Which value of energy does entry 4 give? -22589.2475 eV


Repeat the fourth record exactly.
Below is a 2-piece molecular cluster, C3H2ClF2N overall, with properties calculated with ωB97M-V/def2-TZVPD.

Cartesian coordinates (Å):
N (0.278, -2.937, -2.336)
C (0.356, -2.340, -1.363)
C (0.437, -1.589, -0.163)
F (1.519, -0.803, -0.030)
C (-0.464, -1.608, 0.822)
F (-1.556, -2.355, 0.761)
H (-0.368, -1.029, 1.731)
Cl (-0.051, 1.264, -2.878)
H (0.216, 1.909, -1.803)

Output
* energy: -22589.2475 eV
* M: 125.51 g/mol
* HOMO energy: -10.5 eV
* structure (SMILES): N#C/C(F)=C\F.Cl
* net charge: 0
* relative energy (zero: lowest compared OMol25 entry of this formula, charge and spin): 3.83 kJ/mol

Löwdin analysis output, partial charges in e:
1. N 0.19
2. C -0.15
3. C -0.28
4. F 0.06
5. C -0.06
6. F 0.07
7. H 0.14
8. Cl 0.27
9. H -0.25